Entry 1:
ORCA calculation (ωB97M-V/def2-TZVPD) on a molecular structure, C31H50CeO3P2 in a non-equilibrium geometry.

- Kohn-Sham gap (alpha / beta): 4.706 / 4.966 eV
- M: 672.8 Da
- Highest occupied orbital energy (alpha / beta): -12.82 / -12.82 eV

Geometry as ORCA input:
```
! wB97M-V def2-TZVPD RIJCOSX def2/J DEFGRID3
* xyz 2 1
Ce -0.3541 0.0728 -0.0015
C -2.2872 1.7406 0.1359
C -2.6372 0.8189 -0.9131
C -2.6116 -0.3623 1.0924
C -2.2795 1.0137 1.3776
C -2.8217 -0.4881 -0.3221
C -2.0632 3.2096 -0.0165
H -1.6495 3.4611 -1.0035
H -1.3848 3.6026 0.7517
H -3.0098 3.7653 0.0756
C -2.0668 1.5794 2.7404
H -1.8753 2.6616 2.7031
H -1.2110 1.1079 3.2452
H -2.9450 1.4137 3.3847
C -2.8023 -1.4501 2.0947
H -3.8690 -1.7111 2.2208
H -2.4255 -1.1556 3.0837
H -2.2780 -2.3753 1.8004
C -3.2337 -1.7334 -1.0351
H -4.3307 -1.8260 -1.0928
H -2.8729 -2.6316 -0.5162
H -2.8572 -1.7561 -2.0681
C -2.8640 1.2033 -2.3307
H -3.8206 1.7259 -2.4872
H -2.8680 0.3308 -2.9879
H -2.0813 1.8844 -2.6853
C 1.3430 0.5300 -3.1314
C 0.3125 1.3771 -3.3068
C -0.3000 1.6339 -4.6596
C -1.1921 0.5254 -5.2999
C -1.2760 -0.7910 -4.5652
C -0.2289 -1.6017 -4.4022
C 1.1273 -1.3047 -4.9941
C 1.9701 -0.2093 -4.2848
H 0.4847 1.8736 -5.3974
H -0.8365 0.3825 -6.3350
H -0.9308 2.5321 -4.5764
H 2.2782 0.5037 -5.0690
H 1.8761 0.4623 -2.1716
H -0.0068 2.0542 -2.5014
H 2.8860 -0.6921 -3.9140
H 1.7093 -2.2381 -4.9652
H -0.3213 -2.5595 -3.8795
H 1.0457 -1.0255 -6.0586
H -2.2153 0.9217 -5.3776
H -2.2792 -1.0890 -4.2367
P 1.7162 2.3041 0.4490
C 1.5412 3.1446 2.0700
H 2.4298 3.7687 2.2298
H 1.4691 2.4135 2.8864
H 0.6425 3.7733 2.0643
C 3.4462 1.7150 0.6052
H 4.0456 2.5263 1.0434
H 3.8360 1.4618 -0.3895
H 3.4726 0.8337 1.2601
C 2.0161 3.7471 -0.6380
H 2.4184 3.4054 -1.5993
H 2.7425 4.4127 -0.1508
H 1.0756 4.2863 -0.8087
P 0.9192 -2.6715 -0.3341
C -0.1442 -3.9578 -1.0911
H 0.4790 -4.7980 -1.4360
H -0.6777 -3.5204 -1.9473
H -0.8748 -4.3256 -0.3606
C 2.4538 -2.9424 -1.2991
H 2.2255 -2.9350 -2.3725
H 2.8682 -3.9240 -1.0213
H 3.1901 -2.1593 -1.0797
C 1.4142 -3.5001 1.2287
H 1.8214 -4.4952 0.9924
H 0.5369 -3.6084 1.8828
H 2.1764 -2.9080 1.7537
O 2.8467 0.6609 5.0588
C 1.6580 0.1294 5.3782
C 1.2150 0.2127 6.7042
C 0.1395 -0.5635 7.1090
C -0.5633 -1.3673 6.1983
C -0.2203 -1.3293 4.8433
C 0.8825 -0.5844 4.4235
C 1.3250 -0.4482 3.0199
O 2.5609 -0.4011 2.7757
O 0.4236 -0.3988 2.0842
H 3.0520 0.2727 4.1457
H 1.7831 0.8582 7.3821
H -0.1476 -0.5479 8.1620
H -1.3716 -2.0115 6.5502
H -0.7693 -1.9162 4.1076
*
```

***

Entry 2:
ORCA calculation (ωB97M-V/def2-TZVPD) on a molecular structure, C31H50CoN2O3S4SbSeSi.

- Kohn-Sham gap (alpha / beta): 6.340 / 5.953 eV
- M: 914.8 Da
- Highest occupied orbital energy (alpha / beta): -3.88 / -5.20 eV

Geometry as ORCA input:
```
! wB97M-V def2-TZVPD RIJCOSX def2/J DEFGRID3
* xyz -1 6
Co 1.0831 -0.9296 0.8433
S -1.4769 1.2558 4.7956
Sb -1.1001 -0.8149 5.6312
S -0.4442 -1.9674 2.3257
S 0.6903 -1.4561 3.8737
C 0.0197 -2.2849 -5.0242
C -1.4600 -2.0210 -4.7633
C -1.6750 -1.2051 -3.4963
C -3.1464 -1.0708 -3.1399
N -3.3395 -0.2830 -1.9342
C -3.2082 -0.7704 -0.6673
Se -2.9684 -2.5302 -0.2178
N -3.3284 0.2918 0.1784
C -3.2064 0.2660 1.6360
C -4.5458 0.4577 2.3367
C -5.4535 -0.7702 2.2666
C -4.9569 -1.9222 3.1340
C -3.5370 1.4512 -0.5526
C -3.7255 2.7651 -0.1563
C -3.8938 3.7104 -1.1587
C -3.8687 3.3514 -2.5074
C -3.6798 2.0331 -2.9011
C -3.5191 1.0912 -1.8976
H 0.1784 -2.7974 -5.9753
H 0.4457 -2.9059 -4.2321
H 0.5832 -1.3488 -5.0431
H -1.9946 -2.9726 -4.6732
H -1.8988 -1.4973 -5.6201
H -1.2289 -0.2114 -3.6036
H -1.1704 -1.6856 -2.6537
H -3.5861 -2.0506 -2.9560
H -3.7093 -0.5875 -3.9412
H -2.4988 1.0453 1.9258
H -2.7583 -0.6879 1.8970
H -5.0568 1.3228 1.9017
H -4.3302 0.7057 3.3795
H -5.5345 -1.1059 1.2270
H -6.4608 -0.4818 2.5818
H -4.0046 -2.3127 2.7699
H -5.6697 -2.7503 3.1320
H -4.8145 -1.5967 4.1676
H -3.7189 3.0447 0.8895
H -4.0334 4.7491 -0.8881
H -3.9935 4.1165 -3.2629
H -3.6457 1.7589 -3.9475
C 4.4531 -6.2221 -0.3848
C 3.7363 -4.9353 -0.0655
C 2.4570 -4.6764 -0.5437
C 1.8137 -3.4797 -0.2449
C 2.3923 -2.4711 0.5438
C 3.6732 -2.7700 1.0233
C 4.3315 -3.9598 0.7273
S 1.5924 -0.4896 -1.9695
O 2.5386 0.9020 -0.8369
O 1.3514 0.2996 -3.1526
O 0.3928 -0.5977 -1.1082
H 3.8234 -6.8828 -0.9823
H 4.7324 -6.7588 0.5251
H 5.3716 -6.0379 -0.9477
H 1.9543 -5.4224 -1.1536
H 0.8087 -3.3391 -0.6447
H 4.1885 -2.0655 1.6668
H 5.3276 -4.1351 1.1269
C 3.8982 0.9357 -1.2634
Si 1.8615 1.3126 0.9293
C 0.9319 2.8809 0.3288
C -0.0128 2.4712 -0.8071
C 0.0468 3.4238 1.4632
C 1.8448 3.9943 -0.1893
C 3.3312 1.7602 2.1043
C 2.6369 2.3223 3.3622
C 4.4226 2.7515 1.6878
C 4.0108 0.4489 2.5242
H 4.2380 1.9670 -1.3168
H 3.9588 0.5073 -2.2672
H 4.5335 0.3539 -0.5990
H -0.6527 1.6334 -0.5245
H 0.5213 2.1845 -1.7142
H -0.6593 3.3218 -1.0549
H -0.5854 2.6436 1.9000
H -0.6141 4.2046 1.0633
H 0.6186 3.8682 2.2806
H 2.5888 3.6179 -0.8989
H 2.3677 4.5043 0.6218
H 1.2452 4.7487 -0.7163
H 2.2880 3.3464 3.2116
H 3.3581 2.3416 4.1901
H 1.7829 1.7178 3.6891
H 4.0338 3.7574 1.5310
H 4.9558 2.4512 0.7883
H 5.1681 2.8132 2.4925
H 3.2852 -0.3177 2.8073
H 4.6617 0.6349 3.3890
H 4.6365 0.0416 1.7290
*
```

***

Entry 3:
ORCA calculation (ωB97M-V/def2-TZVPD) on a molecular structure, C31H50CoN2O7P2SSi2Te.

- Kohn-Sham gap (alpha / beta): 8.037 / 8.313 eV
- Relative energy (zero: lowest compared OMol25 entry of this formula, charge and spin): 0.000 eV
- M: 899.5 Da
- Highest occupied orbital energy (alpha / beta): -7.89 / -8.16 eV

Geometry as ORCA input:
```
! wB97M-V def2-TZVPD RIJCOSX def2/J DEFGRID3
* xyz 0 2
Co 0.3505 -0.0986 -0.3460
N 3.8823 -1.1799 1.9062
C 3.2177 0.1739 1.7546
C 4.0382 1.1568 2.5850
P 3.4213 0.5291 -0.0577
O 3.3941 2.1288 -0.1203
O 4.7810 0.0130 -0.3610
O 2.2505 -0.0309 -0.8391
P 1.5639 -0.1425 2.5421
O 0.9037 1.2897 2.6715
O 1.9241 -0.7485 3.8490
O 0.7877 -0.9957 1.5509
H 4.8022 -1.1361 1.4530
H 3.3304 -1.8992 1.4272
H 3.8912 -1.4124 2.9044
H 5.0530 1.2490 2.1910
H 4.0661 0.8335 3.6276
H 3.5718 2.1378 2.5490
H 2.4784 2.4410 -0.1823
H 0.5609 1.6124 1.7771
N 0.3038 1.7436 0.0968
C 0.3168 2.6485 -0.7916
C 0.2386 4.0983 -0.4076
C -0.3518 5.0357 -1.2518
C -0.4726 6.3606 -0.8587
C 0.0107 6.7663 0.3767
C 0.6083 5.8399 1.2209
C 0.7155 4.5140 0.8340
C 0.4696 2.3229 -2.2524
C 1.3586 3.0414 -3.0474
C 1.6037 2.6560 -4.3569
C 0.9511 1.5568 -4.8967
C 0.0539 0.8406 -4.1175
C -0.1795 1.2225 -2.8060
H -0.7308 4.7232 -2.2169
H -0.9445 7.0769 -1.5191
H -0.0766 7.8015 0.6808
H 0.9904 6.1505 2.1848
H 1.1672 3.7888 1.5001
H 1.8805 3.8941 -2.6305
H 2.3136 3.2126 -4.9551
H 1.1432 1.2584 -5.9192
H -0.4620 -0.0182 -4.5283
H -0.8951 0.6640 -2.2071
C 6.4789 -4.0744 0.1956
C 4.9937 -3.8719 0.0742
C 4.1109 -4.4480 0.9862
C 2.7422 -4.2351 0.8817
C 2.2596 -3.4602 -0.1643
C 3.1158 -2.8745 -1.0846
C 4.4792 -3.0781 -0.9508
S 0.4988 -3.2140 -0.2766
C 0.1671 -4.5197 -1.4588
O 0.2562 -1.9792 -1.1197
H 6.7386 -4.5788 1.1253
H 7.0047 -3.1192 0.1595
H 6.8533 -4.6791 -0.6322
H 4.4975 -5.0517 1.7986
H 2.0617 -4.6486 1.6172
H 2.7207 -2.2147 -1.8451
H 5.1547 -2.5748 -1.6303
H 0.7370 -4.3196 -2.3646
H -0.9018 -4.5049 -1.6652
H 0.4544 -5.4735 -1.0184
C -3.1760 -1.2086 4.0279
Si -3.6161 -2.2958 2.5759
C -3.6441 -4.0972 3.0921
C -5.2863 -1.8155 1.8760
C -2.2904 -2.0914 1.2605
Te -2.0997 -0.0950 0.5404
C -3.4520 -0.3040 -1.1048
Si -4.3758 1.2966 -1.4874
C -5.6239 1.5908 -0.1253
C -3.1921 2.7410 -1.5694
C -5.2443 1.0891 -3.1328
H -3.8769 -1.3540 4.8530
H -3.1959 -0.1517 3.7542
H -2.1718 -1.4345 4.3945
H -4.3946 -4.2723 3.8663
H -2.6751 -4.4020 3.4934
H -3.8795 -4.7489 2.2474
H -6.0680 -1.9344 2.6297
H -5.5570 -2.4369 1.0185
H -5.2953 -0.7710 1.5560
H -2.4373 -2.7338 0.3892
H -1.3074 -2.3029 1.6869
H -4.1735 -1.0681 -0.8055
H -2.8878 -0.6876 -1.9565
H -5.1324 1.6795 0.8464
H -6.3534 0.7802 -0.0649
H -6.1712 2.5192 -0.3040
H -2.5995 2.8429 -0.6556
H -3.7502 3.6722 -1.6970
H -2.5007 2.6496 -2.4095
H -5.9337 0.2422 -3.1153
H -4.5233 0.9196 -3.9359
H -5.8196 1.9824 -3.3860
*
```

***

Entry 4:
ORCA calculation (ωB97M-V/def2-TZVPD) on a molecular structure, C31H50IrP2 in a non-equilibrium geometry.

- Kohn-Sham gap (alpha / beta): 7.667 / 5.768 eV
- Relative energy (zero: lowest compared OMol25 entry of this formula, charge and spin): 4.107 eV
- M: 676.9 Da
- Highest occupied orbital energy (alpha / beta): -12.52 / -13.65 eV

Geometry as ORCA input:
```
! wB97M-V def2-TZVPD RIJCOSX def2/J DEFGRID3
* xyz 2 6
Ir 2.3157 0.6552 0.3288
C -2.5996 0.6069 0.8971
C -2.4184 1.3758 -0.2940
C -3.4712 -0.5772 -0.8965
C -3.3861 -0.5167 0.5215
C -2.8077 0.5735 -1.3923
C -2.4606 1.0767 2.3108
H -1.7356 1.8926 2.4233
H -2.1790 0.2704 3.0177
H -3.4390 1.4849 2.6294
C -4.2022 -1.2889 1.4664
H -3.7409 -1.4244 2.4527
H -4.4360 -2.2677 1.0538
H -5.1585 -0.7706 1.6489
C -4.4312 -1.3411 -1.6844
H -5.4064 -0.8586 -1.8022
H -4.5869 -2.3190 -1.2571
H -3.9980 -1.4644 -2.6702
C -2.7324 1.0118 -2.7997
H -3.6758 1.5099 -3.0465
H -2.5941 0.2388 -3.5555
H -1.9483 1.7449 -3.0089
C -2.1379 2.8475 -0.4417
H -3.1225 3.4242 -0.6221
H -1.4766 3.0387 -1.3340
H -1.6348 3.2640 0.4617
C 3.7287 0.5565 1.7776
C 3.2598 1.7096 2.6018
C 3.5336 3.1731 2.0997
C 3.5356 3.3601 0.5632
C 2.7198 2.4865 -0.4011
C 3.4742 1.3531 -1.1433
C 4.7723 0.8349 -0.5120
C 5.0399 0.6503 1.0199
H 4.5527 3.5006 2.3779
H 4.5567 3.3541 0.1449
H 2.8385 3.9021 2.5919
H 5.7620 1.4130 1.3587
H 3.6986 -0.4073 2.4058
H 3.3847 1.8404 3.7295
H 5.5107 -0.3454 1.1244
H 4.9423 -0.1037 -1.0492
H 3.3278 1.2792 -2.2557
H 5.4591 1.6226 -0.8770
H 3.0957 4.3734 0.4236
H 1.9946 3.0908 -0.9818
P 1.5060 1.1854 2.4225
P 0.5881 -0.2001 -2.1765
C 2.6567 -1.3118 -0.3158
C 2.1351 -1.4242 -1.7717
H 2.0050 -1.7568 0.5337
H 3.7319 -1.1435 -0.1100
H 3.0171 -1.3070 -2.4547
H 1.6959 -2.4417 -1.8102
C -0.2266 -1.1687 -3.4892
H -1.2946 -1.1050 -3.2094
H 0.0432 -2.2431 -3.4840
H -0.0874 -0.7482 -4.5114
C 1.0586 1.3118 -3.2242
H 2.0336 1.3150 -3.7444
H 1.0625 2.1975 -2.5597
H 0.2624 1.5140 -3.9641
C 1.0723 -0.2577 3.3947
H 0.0297 -0.0817 3.6966
H 1.7172 -0.2940 4.3023
H 1.1186 -1.2182 2.8511
C 0.4805 2.5126 1.9065
H -0.0144 2.0850 0.9733
H 1.0487 3.4066 1.5798
H 0.0284 2.6822 2.9178
C -0.4222 -2.1187 0.8228
C -1.4119 -2.9996 0.3975
C -2.1136 -3.7022 1.3986
C -2.9591 -4.7160 1.0320
C -3.2144 -4.9852 -0.3334
C -2.5702 -4.2137 -1.3236
C -1.6827 -3.2221 -0.9815
H 0.6198 -2.4349 0.7469
H -0.6626 -1.3177 1.5262
H -1.8013 -3.4545 2.4211
H -3.4022 -5.3120 1.8202
H -3.8860 -5.7937 -0.6031
H -2.7652 -4.4338 -2.3707
H -1.1204 -2.6355 -1.7119
*
```

***

Entry 5:
ORCA calculation (ωB97M-V/def2-TZVPD) on a molecular structure, C31H50O3P2SY in a non-equilibrium geometry.

- Kohn-Sham gap: 7.497 eV
- Relative energy (zero: lowest compared OMol25 entry of this formula, charge and spin): 0.000 eV
- M: 653.7 Da
- Highest occupied orbital energy: -10.64 eV

Geometry as ORCA input:
```
! wB97M-V def2-TZVPD RIJCOSX def2/J DEFGRID3
* xyz 1 1
Y -1.3631 0.5056 -1.0536
C 0.2129 0.6652 1.0078
C 1.0285 0.9466 -0.1221
C -0.5612 2.6250 0.0307
C -0.7318 1.7337 1.1355
C 0.5754 2.1745 -0.6977
C 0.4601 -0.4677 1.9421
H 1.5293 -0.6285 2.1359
H 0.0759 -1.3950 1.4972
H -0.0458 -0.3435 2.9064
C -1.5611 2.0734 2.3086
H -1.1251 1.7267 3.2488
H -2.5354 1.6129 2.1621
H -1.7183 3.1536 2.3974
C -1.3350 3.8816 -0.1860
H -1.2790 4.5734 0.6651
H -2.4000 3.6504 -0.3380
H -0.9803 4.4316 -1.0651
C 1.2791 2.8333 -1.8198
H 2.3406 3.0457 -1.6077
H 0.7928 3.7582 -2.1411
H 1.2873 2.1256 -2.6572
C 2.3343 0.3030 -0.4192
H 3.1675 0.7701 0.1247
H 2.5803 0.3562 -1.4880
H 2.3016 -0.7490 -0.1265
C 0.7024 -4.0195 -1.4926
C 1.7892 -3.7935 -0.7478
C 3.0721 -3.2247 -1.2504
C 3.4170 -3.7020 -2.7087
C 3.0852 -2.7543 -3.8106
C 2.0931 -1.8533 -3.7912
C 0.9672 -1.8371 -2.7659
C 0.2150 -3.2017 -2.6088
H 3.8878 -3.5091 -0.5869
H 2.9233 -4.6671 -2.9141
H 3.0606 -2.1349 -1.2267
H 0.2834 -3.7478 -3.5566
H 0.0237 -4.8799 -1.3027
H 1.8109 -4.0460 0.3259
H -0.8698 -2.9839 -2.5059
H 1.3163 -1.4905 -1.7833
H 2.0475 -1.0185 -4.5202
H 0.2177 -1.0701 -3.1014
H 4.5034 -3.8990 -2.7456
H 3.6810 -2.8076 -4.7329
P -1.4096 -1.4606 -4.6881
P -1.2741 1.7138 -3.8329
C -1.6566 -0.1646 -5.9999
C -2.1772 1.1446 -5.4093
H -2.3684 -0.5829 -6.7345
H -0.6879 -0.0356 -6.5189
H -2.0710 1.9442 -6.1628
H -3.2424 1.0708 -5.1477
C -1.7087 3.4922 -4.0957
H -1.1035 4.1574 -3.4580
H -2.7737 3.6787 -3.8784
H -1.5256 3.7861 -5.1515
C 0.3528 1.8777 -4.7681
H 0.1689 2.0161 -5.8453
H 0.9811 0.9916 -4.6266
H 0.9026 2.7581 -4.4183
C -3.0784 -2.2345 -4.6986
H -3.4342 -2.2578 -3.6650
H -3.0102 -3.2562 -5.0862
H -3.7569 -1.6448 -5.3202
C -0.5732 -2.6813 -5.8354
H -0.3909 -2.2016 -6.7975
H -1.2105 -3.5487 -5.9952
H 0.3855 -3.0240 -5.4461
C -2.4584 -3.2484 6.5288
C -2.6876 -2.8431 5.0950
C -3.1192 -3.7324 4.1044
C -3.2547 -3.3261 2.7770
C -2.9378 -2.0099 2.3851
C -2.6046 -1.1053 3.3951
C -2.4745 -1.5146 4.7219
S -3.0368 -1.4329 0.6360
O -1.6949 -1.6346 -0.0779
O -4.1254 -2.2184 0.1062
O -3.1812 0.0859 0.5270
H -3.3916 -3.3298 7.1079
H -1.9490 -4.2177 6.6020
H -1.8340 -2.4957 7.0346
H -3.3459 -4.7542 4.4004
H -3.6099 -4.0411 2.0427
H -2.4466 -0.0594 3.1531
H -2.1983 -0.7803 5.4849
*
```